Record 1
{
  "formula": "C3N3O3PS",
  "method": "ωB97M-V with the def2-TZVPD basis set",
  "total_energy_ha": -1243.7930,
  "homo_energy_ev": -10.44,
  "smiles": "N#COP(OC#N)SN=C=O",
  "e_above_lowest_kcal_mol": 3.6,
  "species": ["N", "C", "O", "P", "O", "C", "N", "S", "N", "C", "O"],
  "coordinates": [[3.867, -1.163, 0.733], [2.756, -1.197, 0.446], [1.609, -1.264, -0.154], [0.263, -0.357, 0.169], [0.868, 1.159, -0.510], [0.425, 2.314, -0.410], [-0.075, 3.336, -0.337], [-0.986, -1.156, -1.389], [-2.342, -0.828, -0.500], [-2.909, -0.578, 0.506], [-3.477, -0.266, 1.447]]
}

---

Record 2
{
  "formula": "C40H100O20",
  "method": "ωB97M-V with the def2-TZVPD basis set",
  "total_energy_ha": -3088.3754,
  "homo_energy_ev": -9.41,
  "smiles": "COCCOC.COCCOC.COCCOC.COCCOC.COCCOC.COCCOC.COCCOC.COCCOC.COCCOC.COCCOC",
  "e_above_lowest_kcal_mol": 0.0,
  "species": ["C", "O", "C", "C", "O", "C", "H", "H", "H", "H", "H", "H", "H", "H", "H", "H", "C", "O", "C", "C", "O", "C", "H", "H", "H", "H", "H", "H", "H", "H", "H", "H", "C", "O", "C", "C", "O", "C", "H", "H", "H", "H", "H", "H", "H", "H", "H", "H", "C", "O", "C", "C", "O", "C", "H", "H", "H", "H", "H", "H", "H", "H", "H", "H", "C", "O", "C", "C", "O", "C", "H", "H", "H", "H", "H", "H", "H", "H", "H", "H", "C", "O", "C", "C", "O", "C", "H", "H", "H", "H", "H", "H", "H", "H", "H", "H", "C", "O", "C", "C", "O", "C", "H", "H", "H", "H", "H", "H", "H", "H", "H", "H", "C", "O", "C", "C", "O", "C", "H", "H", "H", "H", "H", "H", "H", "H", "H", "H", "C", "O", "C", "C", "O", "C", "H", "H", "H", "H", "H", "H", "H", "H", "H", "H", "C", "O", "C", "C", "O", "C", "H", "H", "H", "H", "H", "H", "H", "H", "H", "H"],
  "coordinates": [[16.557, -17.116, -8.223], [17.643, -16.270, -8.463], [18.491, -15.885, -7.396], [19.183, -17.098, -6.814], [20.091, -16.827, -5.785], [21.176, -16.016, -6.191], [15.835, -17.030, -9.039], [16.081, -16.896, -7.260], [16.825, -18.185, -8.258], [17.928, -15.330, -6.636], [19.203, -15.231, -7.900], [19.663, -17.677, -7.621], [18.413, -17.771, -6.427], [21.946, -16.071, -5.428], [20.861, -14.985, -6.361], [21.612, -16.398, -7.129], [16.149, -11.070, -11.888], [14.914, -10.443, -11.698], [14.506, -10.466, -10.346], [13.361, -9.496, -10.114], [13.587, -8.198, -10.607], [13.194, -8.002, -11.953], [16.279, -11.242, -12.961], [16.185, -12.079, -11.454], [17.001, -10.480, -11.534], [15.313, -10.224, -9.648], [14.122, -11.479, -10.160], [13.197, -9.428, -9.034], [12.410, -9.903, -10.492], [13.850, -7.222, -12.347], [12.155, -7.672, -12.001], [13.391, -8.885, -12.556], [25.142, -9.733, -13.974], [25.612, -9.687, -15.287], [26.627, -10.594, -15.683], [27.530, -11.196, -14.623], [26.812, -12.038, -13.764], [27.611, -12.510, -12.697], [24.366, -8.975, -13.831], [25.899, -9.527, -13.208], [24.646, -10.676, -13.714], [27.205, -10.097, -16.457], [26.133, -11.483, -16.114], [28.073, -10.419, -14.057], [28.307, -11.791, -15.130], [27.997, -11.669, -12.103], [28.441, -13.086, -13.119], [26.979, -13.080, -12.021], [22.423, -12.064, -6.468], [23.484, -12.936, -6.802], [24.641, -12.198, -7.120], [25.811, -13.121, -7.429], [25.563, -14.071, -8.437], [25.103, -15.325, -7.984], [21.518, -12.661, -6.376], [22.287, -11.291, -7.223], [22.592, -11.597, -5.491], [24.954, -11.665, -6.205], [24.471, -11.490, -7.938], [26.135, -13.614, -6.504], [26.640, -12.488, -7.755], [24.262, -15.209, -7.298], [25.901, -15.897, -7.489], [24.824, -15.920, -8.853], [18.149, -16.649, -15.389], [18.167, -16.581, -13.974], [19.225, -17.307, -13.398], [18.906, -17.669, -11.962], [18.451, -19.006, -11.822], [17.053, -19.092, -11.713], [18.267, -17.647, -15.817], [18.918, -15.981, -15.800], [17.202, -16.231, -15.736], [20.193, -16.794, -13.493], [19.399, -18.276, -13.894], [18.154, -16.968, -11.581], [19.791, -17.571, -11.329], [16.737, -18.696, -10.735], [16.753, -20.136, -11.765], [16.518, -18.525, -12.482], [23.583, -15.901, -13.697], [24.270, -16.137, -14.900], [25.362, -15.270, -15.093], [26.124, -15.814, -16.286], [27.090, -14.933, -16.799], [28.199, -14.764, -15.949], [23.087, -14.929, -13.675], [24.231, -16.045, -12.825], [22.809, -16.670, -13.637], [26.005, -15.246, -14.199], [24.989, -14.250, -15.255], [25.380, -16.030, -17.054], [26.599, -16.771, -16.030], [27.893, -14.261, -15.027], [28.947, -14.197, -16.494], [28.630, -15.735, -15.663], [18.854, -14.265, -10.928], [20.068, -13.639, -10.624], [21.086, -14.560, -10.235], [22.407, -13.889, -10.210], [22.862, -13.740, -11.543], [24.112, -13.082, -11.573], [18.694, -14.292, -12.015], [18.037, -13.594, -10.620], [18.701, -15.211, -10.408], [21.053, -15.375, -10.970], [20.844, -14.982, -9.249], [23.148, -14.467, -9.650], [22.314, -12.902, -9.732], [24.828, -13.565, -10.892], [24.020, -12.051, -11.204], [24.489, -13.140, -12.591], [11.580, -12.545, -4.993], [12.887, -12.830, -5.370], [12.940, -13.698, -6.484], [14.367, -13.927, -6.882], [14.742, -12.948, -7.808], [15.962, -13.241, -8.445], [11.540, -11.750, -4.251], [11.041, -13.418, -4.591], [10.960, -12.194, -5.836], [12.396, -13.317, -7.356], [12.485, -14.650, -6.166], [14.449, -14.933, -7.323], [15.031, -13.900, -6.007], [16.753, -13.210, -7.676], [16.179, -12.493, -9.204], [16.033, -14.209, -8.954], [13.338, -14.945, -10.645], [14.596, -14.556, -11.159], [15.317, -15.611, -11.766], [14.995, -15.869, -13.222], [14.962, -14.732, -14.057], [13.756, -14.007, -14.003], [12.864, -14.052, -10.243], [13.458, -15.701, -9.861], [12.697, -15.332, -11.446], [15.111, -16.549, -11.223], [16.375, -15.375, -11.646], [14.107, -16.491, -13.406], [15.825, -16.461, -13.621], [13.664, -13.378, -13.116], [12.884, -14.661, -14.135], [13.725, -13.332, -14.865], [19.456, -11.445, -8.750], [19.615, -10.475, -7.741], [18.467, -10.320, -6.960], [18.752, -9.337, -5.866], [19.771, -9.853, -5.038], [19.915, -9.171, -3.815], [18.545, -11.252, -9.337], [19.357, -12.460, -8.348], [20.311, -11.372, -9.412], [18.096, -11.259, -6.527], [17.641, -9.898, -7.561], [17.861, -9.142, -5.249], [19.012, -8.346, -6.266], [20.980, -9.098, -3.600], [19.386, -9.663, -2.990], [19.489, -8.161, -3.860]]
}

---

> What is the formula in the second record?

C40H100O20